(1)
Density functional theory data (wB97M-V/def2-TZVPD) for a molecular structure, C41H46CdN5OS3Si.

```
98
Properties=species:S:1:pos:R:3:mulliken_charge:R:1
Cd -1.11640 2.04468 0.07715 2.1838
C 1.04009 2.02025 2.43380 -1.0296
N -0.40444 1.74797 2.43506 1.8405
C -0.64378 0.34535 2.75654 -0.2571
C -2.09297 -0.05132 2.54459 -1.7100
N -2.50356 0.12247 1.15314 1.6898
C -1.98601 -0.96018 0.29639 -0.5957
C -3.92062 0.28357 0.97217 -1.0705
C -4.81062 -0.36193 1.82601 -0.0522
C -6.18380 -0.23779 1.67790 -0.9665
C -6.67738 0.54397 0.64446 -0.5598
C -5.80092 1.18553 -0.21326 -0.6988
C -4.40996 1.08145 -0.08271 0.5974
S -3.38845 1.93168 -1.22559 -0.5427
C -1.11300 2.73180 3.20593 -0.4557
C -1.50415 2.48398 4.51685 -0.0934
C -2.16584 3.44780 5.26264 -1.0873
C -2.43039 4.68239 4.68764 -0.4953
C -2.03910 4.93794 3.38462 -0.6884
C -1.37492 3.98085 2.61078 0.4576
S -0.88742 4.37714 0.97018 -0.5683
H 1.47691 1.78182 3.41364 0.3838
H 1.21032 3.07105 2.20488 0.4326
H 1.48991 1.40122 1.66025 -0.3501
H -0.33568 0.09278 3.78233 0.1426
H 0.01559 -0.22113 2.09612 -0.8166
H -2.73803 0.57125 3.16521 0.9639
H -2.21983 -1.09335 2.87639 0.4204
H -2.36269 -1.93415 0.64390 0.2853
H -0.89487 -0.96189 0.29147 -0.2318
H -2.30853 -0.78863 -0.72929 -0.0537
H -4.42284 -0.98224 2.62430 0.3688
H -6.85259 -0.74546 2.36152 0.3824
H -7.74554 0.66506 0.50838 0.3452
H -6.18463 1.81152 -1.00949 0.4361
H -1.29163 1.52163 4.96578 0.3457
H -2.46914 3.23311 6.27960 0.3758
H -2.95299 5.44640 5.25060 0.3572
H -2.25606 5.89579 2.92909 0.3991
C -0.79315 -3.41198 -4.17983 -0.9509
N -1.37176 -2.10156 -3.96556 0.4418
C -2.66071 -1.90819 -3.48269 -0.7464
C -2.84306 -0.57958 -3.39689 -0.7235
N -1.64468 -0.01826 -3.82522 0.9890
C -0.71052 -0.94569 -4.20016 -0.8588
S 0.36708 0.86997 -1.58504 -0.2873
C -1.41441 1.37242 -3.87922 -0.2682
C -2.13010 2.15711 -4.77233 -0.4351
C -1.91422 3.51824 -4.78739 -0.5171
C -0.97014 4.05928 -3.92592 -0.8279
C -0.29270 3.21316 -3.07598 -0.0997
N -0.52687 1.89512 -3.04207 0.1980
H -1.26698 -3.91247 -5.02613 0.3336
H -0.91426 -4.02299 -3.28523 0.3285
H 0.26634 -3.28516 -4.37430 0.2672
H -3.31121 -2.72135 -3.21198 0.4893
H -3.64544 0.02116 -3.00326 0.6782
H -2.84780 1.67636 -5.42123 0.4643
H -2.47530 4.15162 -5.46187 0.4009
H -0.76692 5.11980 -3.89256 0.4197
H 0.44754 3.56097 -2.36753 0.4340
C 5.47262 -0.48949 -0.27871 -2.0121
C 4.17643 0.13661 0.24486 2.4343
C 3.89456 1.39695 -0.58818 -1.7619
C 4.40491 0.55992 1.70011 -1.3116
Si 2.62197 -0.98614 0.02782 -0.0542
O 1.24514 -0.16793 0.01097 -0.3770
C 2.54893 -2.25454 1.44231 0.8983
C 1.29055 -2.72372 1.83329 -0.4126
C 1.14275 -3.68414 2.82540 -0.6341
C 2.26252 -4.20864 3.45511 -0.5592
C 3.52408 -3.76734 3.08112 -0.8616
C 3.65857 -2.80478 2.08871 -0.1875
C 2.94460 -2.03636 -1.52490 0.3297
C 2.36236 -1.74255 -2.76021 -0.1258
C 2.67386 -2.47882 -3.89937 -0.8091
C 3.55715 -3.54478 -3.82712 -0.5363
C 4.13028 -3.87256 -2.60425 -0.7719
C 3.82659 -3.12260 -1.47720 -0.0944
H 6.28101 0.25220 -0.23727 0.5452
H 5.38167 -0.82469 -1.31251 0.3569
H 5.79645 -1.34584 0.31974 0.2704
H 4.74555 2.08698 -0.51633 0.5238
H 2.99472 1.91373 -0.25110 0.1114
H 3.74442 1.15856 -1.64513 0.3605
H 5.25136 1.25741 1.75192 0.5147
H 4.63308 -0.28600 2.35099 0.2728
H 3.54161 1.07497 2.11941 0.0578
H 0.41113 -2.32864 1.33593 0.1477
H 0.15309 -4.02674 3.10498 0.4152
H 2.15462 -4.95714 4.23091 0.3642
H 4.40582 -4.17135 3.56475 0.4221
H 4.65690 -2.47625 1.82278 0.1606
H 1.66179 -0.92245 -2.85464 -0.0882
H 2.22056 -2.19871 -4.84376 0.5626
H 3.79941 -4.11926 -4.71396 0.3550
H 4.81725 -4.70762 -2.52901 0.4139
H 4.28691 -3.39864 -0.53403 0.2666
```

Calculated values
* LUMO: 0.090 hartree
* HOMO: -0.1657 Ha
* total energy: -97713.732 eV
* energy above the lowest of the compared OMol25 structures with the same formula, charge and spin: 0.0 kJ/mol
* total charge: -1
* HOMO-LUMO gap: 6.9663 eV

---

(2)
Density functional theory data (wB97M-V/def2-TZVPD) for a molecular structure, C41H46Cl5N12RbS2.

```
107
Properties=species:S:1:pos:R:3:mulliken_charge:R:1
Rb -0.62677 0.36077 0.25909 0.3901
C -2.67355 -2.54807 5.80950 -0.6920
C -2.59800 -3.63937 4.95258 -0.6265
C -2.31273 -3.49176 3.60689 -0.0889
C -2.05796 -2.21837 3.04090 -0.2013
C -2.16494 -1.11663 3.92675 -0.6469
C -2.45619 -1.28335 5.26295 -0.2950
N -1.78533 -1.93864 1.73160 -0.1820
N -1.45976 -3.13141 1.01865 0.8938
C -2.32273 -3.51454 0.04172 0.7657
C -3.69653 -3.16368 0.15656 -0.5817
C -4.55519 -3.56865 -0.82811 -0.5278
C -4.07298 -4.30482 -1.92280 -0.5087
C -2.72534 -4.59136 -1.93762 -0.4910
N -1.85403 -4.21185 -1.00316 -0.6256
H -2.88018 -2.67622 6.86425 0.3388
H -2.76174 -4.64070 5.34019 0.3508
H -2.26252 -4.36494 2.96938 0.3214
H -1.96379 -0.12430 3.53681 0.3264
H -2.49721 -0.40542 5.90021 0.3597
H -4.01559 -2.59742 1.01797 0.4420
H -5.60725 -3.31609 -0.75065 0.3847
H -4.71717 -4.63436 -2.72608 0.3704
H -2.30188 -5.15413 -2.76624 0.3607
S 1.59227 -0.79310 2.35907 -0.3158
C 1.41391 -2.35913 3.03219 0.2101
C 1.93465 -2.59122 4.33769 -0.8982
C 1.83799 -3.80124 4.97822 0.9286
C 2.39507 -3.92185 6.30199 -0.2496
N 2.85125 -4.02120 7.35319 -0.6318
C 1.22330 -4.90446 4.34549 0.5569
C 0.72970 -4.71197 3.06583 -0.8315
C 0.79404 -3.48626 2.41388 -0.3599
S 0.20972 -3.44407 0.74163 0.0793
C 1.11762 -6.18284 4.97545 -0.1553
N 1.02364 -7.22225 5.46480 -0.6640
H 2.41797 -1.75970 4.83122 0.4710
H 0.25394 -5.53914 2.55505 0.5245
N -0.65215 1.13097 -2.76328 -0.0349
C -1.67817 1.87144 -3.47564 -0.2853
C -3.01783 1.14667 -3.51861 -1.0359
C -3.75429 0.98175 -2.19349 -0.3550
N -3.20659 -0.08525 -1.37065 -0.0849
H 0.22420 1.63506 -2.69411 0.0213
H -0.47268 0.22456 -3.17885 0.1241
H -1.39301 2.11095 -4.51455 0.3320
H -1.81466 2.82757 -2.96295 0.0595
H -2.89648 0.16534 -3.99634 0.3785
H -3.66733 1.72027 -4.19008 0.4181
H -4.82494 0.84084 -2.41075 0.3871
H -3.66774 1.91274 -1.62923 -0.0021
H -3.40208 -1.01132 -1.73314 -0.0359
H -3.57845 -0.06648 -0.42841 0.2283
C 1.08618 6.20305 -1.94167 -0.6624
C -0.00930 5.31967 -1.39217 -0.4145
N 0.38389 3.92638 -1.52513 0.5279
C 1.65049 3.50952 -1.15891 -0.2016
N 1.82243 2.26495 -0.88844 0.2223
C 3.14449 1.82412 -0.47497 0.4032
C 4.27443 2.69601 -0.99437 -0.8541
C 3.95243 4.13562 -0.66705 -0.7843
N 2.65382 4.47676 -1.21424 0.2050
C 2.34972 5.89440 -1.16812 -0.7300
H 0.82454 7.25660 -1.82290 0.3965
H 1.23882 6.00525 -3.00549 0.3264
H -0.95348 5.45174 -1.92096 0.2139
H -0.19504 5.58559 -0.34241 0.1939
H -0.33629 3.31207 -1.14357 -0.2245
H 3.29503 0.80281 -0.81213 -0.8462
H 3.18354 1.77469 0.62099 0.2970
H 4.36984 2.58702 -2.07948 0.2960
H 5.22685 2.40391 -0.54613 0.4286
H 4.68640 4.82259 -1.10021 0.4233
H 3.96738 4.28752 0.42309 0.3140
H 3.21181 6.42614 -1.58337 0.3643
H 2.23544 6.23531 -0.12626 0.2918
C 2.69674 -1.83012 -1.11183 0.6980
C 4.16145 -2.06476 -1.54841 -0.7424
N 4.23300 -2.26855 -3.00192 -0.2311
C 3.73708 -1.05886 -3.66098 -1.0036
C 2.28529 -0.75195 -3.20222 0.3646
N 1.82263 -1.78966 -2.28647 0.3096
C 1.88775 -3.08247 -2.96109 -0.5669
C 3.35807 -3.38963 -3.35867 -0.6359
H 2.57445 -0.90335 -0.55727 -0.2674
H 2.33290 -2.61000 -0.44614 -0.3337
H 4.58909 -2.94162 -1.05684 0.4363
H 4.79692 -1.20957 -1.29953 0.1630
H 3.78809 -1.21554 -4.74258 0.2872
H 4.41220 -0.23403 -3.41638 0.3506
H 1.60463 -0.71452 -4.05866 0.6881
H 2.21557 0.21381 -2.69664 -0.6543
H 1.23801 -3.04569 -3.84029 0.4511
H 1.48055 -3.83839 -2.28676 0.1808
H 3.45188 -3.56638 -4.43454 0.2851
H 3.72801 -4.28101 -2.84611 0.3344
Cl -3.83877 4.62071 -1.33953 -0.2406
C -3.06118 4.56959 0.27892 1.0314
C -2.03866 3.67905 0.48456 -1.5335
C -1.45611 3.77349 1.72947 1.2370
Cl -0.05562 2.72497 2.10774 -0.1070
C -1.84439 4.66242 2.72829 -0.6255
Cl -1.05514 4.73696 4.26598 -0.2173
C -2.90938 5.52410 2.46202 0.6810
Cl -3.45316 6.63869 3.66911 -0.2328
C -3.52894 5.48568 1.21496 -0.6745
Cl -4.83992 6.57355 0.87878 -0.2343
```

Calculated values
* LUMO: 0.121 hartree
* HOMO: -0.0586 Ha
* total energy: -146084.218 eV
* energy above the lowest of the compared OMol25 structures with the same formula, charge and spin: 0.5 kJ/mol
* total charge: -2
* HOMO-LUMO gap: 4.8975 eV